Computed, not measured: a structure of composition C38H32FN2Ta at a distorted geometry, with ωB97M-V/def2-TZVPD.

```
74
Properties=species:S:1:pos:R:3:lowdin_charge:R:1
H -0.52770 0.65911 -5.97354 0.129
H -1.15457 1.52321 -3.71868 0.131
C 0.88277 3.71618 2.93150 -0.037
C 3.80316 -1.04187 2.79348 0.005
C 5.15376 -0.82286 3.04587 -0.039
H -4.85739 0.58488 -2.14783 0.098
C 0.19995 3.17887 1.83156 -0.046
C 1.16912 1.94685 -1.06982 -0.319
C -0.77218 -2.30957 -4.28729 -0.038
H -0.28388 0.00465 2.96734 0.097
C 2.11045 1.50763 -3.29131 -0.068
H -4.27693 1.47000 -0.09789 0.125
N -1.65746 0.06079 -1.54879 -0.122
C -1.00232 -1.84163 -3.01369 -0.011
C -0.28907 -3.82439 2.82494 0.002
C -3.88637 0.19895 -2.48054 0.019
H 0.78581 2.75123 -0.44719 0.080
H 3.50671 -0.13358 -3.45469 0.131
H 5.56895 0.17167 2.88336 0.120
H -0.62212 -3.21150 1.98085 0.112
H 0.87346 -5.81258 5.95777 0.123
C -0.20593 1.83522 1.84551 -0.315
C -1.09722 -4.83065 3.34631 -0.037
H 0.66269 3.07231 -2.88416 0.124
H -2.68686 1.74127 2.88917 0.107
C 1.36016 -4.24252 4.56180 0.003
C 2.81395 0.41749 -2.81910 0.033
C -0.67398 -0.04058 -5.14291 -0.043
H 1.64963 3.31908 4.91312 0.116
F 1.48219 -1.42067 -1.68767 -0.337
H -3.97824 2.32232 1.82066 0.091
H 6.05945 -3.95529 4.02031 0.121
C 0.70600 1.57176 4.08078 -0.053
H 2.26887 -3.95771 5.09345 0.119
C 1.78881 -2.48895 2.77365 -0.041
H 3.15694 -0.24436 2.40524 0.118
C 5.97781 -1.86034 3.49935 -0.018
C 2.57236 0.01948 -1.42805 -0.221
C -0.55663 -1.42046 -5.34931 0.001
H -3.59025 0.68122 -3.42204 0.099
Ta 0.11824 0.13654 -0.67397 1.802
H -1.20615 -2.51700 -2.16852 0.132
C 0.65603 -0.98757 0.93719 -0.067
H -2.52795 3.29890 2.01847 0.107
C -2.89229 2.26636 1.94833 0.007
H -0.71668 -3.38642 -4.46454 0.128
C 1.99343 0.92085 -0.52865 -0.223
H -0.04894 3.80809 0.97464 0.120
C 5.42797 -3.13434 3.69235 -0.030
C -0.99556 -0.41985 -2.74408 -0.352
C 1.12271 2.90366 4.05174 -0.059
H 3.25469 -0.57512 -0.77235 0.141
H 0.91330 0.93031 4.94351 0.117
C 1.19308 -1.64928 1.85102 -0.068
C -0.66831 -5.56957 4.45887 -0.017
C 1.22952 2.22906 -2.48732 -0.053
C 4.06574 -3.35525 3.47300 -0.001
H -2.05843 -5.03336 2.87581 0.118
H 3.65674 -4.35518 3.61186 0.117
H -1.29474 -6.37071 4.84618 0.125
N -0.98954 1.31688 0.73696 -0.057
C -0.94962 0.45520 -3.88615 -0.035
C 0.02035 1.04668 2.98103 -0.055
C 0.98354 -3.55100 3.37611 -0.146
C -3.23341 1.18266 -0.23083 0.012
H 1.22383 4.74618 2.89657 0.116
C -2.89989 0.50163 -1.39979 -0.289
H 7.03752 -1.68160 3.67319 0.125
C 0.55085 -5.25885 5.07630 -0.030
C -2.32153 1.53901 0.76449 -0.258
C 3.21335 -2.30224 3.05055 -0.148
H -0.30757 -1.79048 -6.33582 0.126
H 2.16933 1.76851 -4.34956 0.127
H -3.96115 -0.88550 -2.64404 0.111
```

The value obtained for the frontier orbital gap (alpha / beta) is 5.63 / 5.63 eV. As for the total charge: +2. The value obtained for the LUMO energy (alpha / beta) is -0.2880 / -0.2880 Eh. Its energy above the lowest of the compared OMol25 structures with the same formula, charge and spin is 471.6 kJ/mol.

Computed, not measured: a structure of composition C38H32I2N7O2SeY, with ωB97M-V/def2-TZVPD.

```
83
Properties=species:S:1:pos:R:3:lowdin_charge:R:1
H -1.93773 -6.26174 1.97648 0.111
C 1.81521 -6.20038 0.23968 -0.278
C 1.86212 2.70334 0.11224 -0.512
C -1.96683 -0.80454 -2.59273 -0.176
H 0.25768 0.14532 3.46326 0.094
C -1.42033 -3.17964 0.70352 -0.040
C 1.87268 -3.90730 -0.56913 -0.293
H -1.07384 -2.69086 -0.19951 0.094
C -0.58227 -0.56519 -3.18163 -0.494
Y -0.14849 0.20955 -0.06604 1.286
C -4.21993 -1.53111 -2.90712 -0.036
C 1.55576 2.47541 1.58656 -0.226
C 1.65958 -4.35401 1.81262 -0.310
C -1.90620 -5.18123 1.92463 -0.058
H -3.37422 1.32211 4.15224 0.120
C 1.86978 -7.68141 -0.02297 -0.052
H -1.17848 -5.14662 -0.09738 0.117
H 1.63943 -6.41681 2.36238 0.119
H 2.60207 4.22462 2.17361 0.123
C -2.20619 -3.04464 2.98926 -0.021
H -2.65672 -1.64716 -4.40811 0.121
H 1.20560 -4.72984 3.87388 0.076
C -2.97337 1.81327 3.27745 0.011
C -2.49544 3.74137 1.95307 -0.025
C -2.25840 -4.42490 3.03865 -0.066
H 2.34175 3.70240 4.62695 0.113
H -1.49620 3.29152 0.09941 0.128
H -3.64458 -0.24866 0.14956 0.089
N 1.52839 1.64245 -0.64786 -0.037
H 3.84439 2.69706 -1.60577 0.104
C 1.92526 3.05119 3.86941 -0.035
C 0.75925 1.07796 3.22895 -0.165
C 4.00564 1.58183 -3.42937 -0.090
H 2.00358 -5.63888 -1.81553 0.114
C -3.46401 -0.57843 -0.86467 -0.138
H 2.81592 -2.25693 -1.58320 0.079
C -2.94240 -1.36812 -3.40453 0.014
C -2.37866 1.04942 2.28936 -0.329
H -3.46826 3.81729 3.86592 0.117
C 3.41322 0.64523 -4.25836 -0.095
O -0.43278 -0.88159 -4.35794 0.036
H 1.10095 -2.37280 -1.87675 0.048
H 4.96325 2.01490 -3.68912 0.099
C -1.93112 2.89557 1.01084 -0.097
H 2.78508 -8.11580 0.38367 0.082
C 1.89852 -5.28222 -0.79618 -0.019
N -1.72291 -1.01326 1.66749 0.001
H -2.56529 -4.91773 3.95159 0.108
C 1.70229 -5.71447 1.53654 -0.030
C -1.78699 -2.42696 1.81360 -0.268
H 3.90208 0.33857 -5.17433 0.097
I 6.63410 1.28475 1.88295 -0.093
C 1.53634 -3.90464 3.24247 -0.080
H -2.46867 -2.44291 3.84763 0.108
C -4.49211 -1.11619 -1.61011 -0.047
H 2.49659 -3.54477 3.62019 0.087
H 0.83309 -3.07827 3.33945 0.034
I 4.30781 -0.09451 1.41836 0.128
C 2.00399 -2.97040 -1.73485 -0.066
N -1.86940 1.57463 1.17145 0.030
H 1.02988 -8.19823 0.44524 0.075
C 2.07084 3.35333 2.52827 0.011
C 3.38078 1.96978 -2.25339 -0.023
H 2.18790 -3.52218 -2.65602 0.084
H 1.15636 1.59242 5.26532 0.108
O 2.39999 3.75846 -0.19617 0.045
H 1.84557 -7.89347 -1.09135 0.073
N -2.21783 -0.43108 -1.33095 0.018
N 0.89373 1.36675 1.93288 -0.019
N 0.27337 -0.00129 -2.31752 -0.035
C -3.02246 3.18810 3.10743 -0.031
C 1.26445 1.88462 4.23025 -0.043
C 2.15685 1.41352 -1.89498 -0.219
C -1.48978 -4.56076 0.75701 -0.055
H -4.99845 -1.96655 -3.51996 0.114
C 1.54235 0.47596 -2.74812 -0.214
N -2.36597 -0.35962 2.50536 0.107
Se 1.68732 -1.56850 1.12622 0.509
H -5.47882 -1.20901 -1.17902 0.108
H -2.51116 4.80718 1.77767 0.116
C 1.73727 -3.44613 0.74649 -0.509
H 1.71250 -0.62354 -4.57442 0.095
C 2.18263 0.09519 -3.92533 -0.026
```

The value obtained for the frontier orbital gap is 4.91 eV. The value obtained for the LUMO energy is -0.0779 Eh. Its energy above the lowest of the compared OMol25 structures with the same formula, charge and spin is 44.3 kJ/mol.

Computed, not measured: a structure of composition C38H32IMnN9O5, with ωB97M-V/def2-TZVPD.

```
86
Properties=species:S:1:pos:R:3:lowdin_charge:R:1
C 1.67280 1.29837 2.03507 -0.506
C 6.68793 1.65615 2.59011 -0.066
H 4.22808 -2.82591 1.79608 0.104
H 0.54907 -3.61379 2.10767 0.114
C 3.89432 -2.74088 2.82083 -0.023
C 4.10068 1.14824 -2.58093 -0.014
C 1.86076 -0.26078 -3.20589 -0.200
H 1.99138 -2.65428 -0.80269 0.072
H -2.72454 4.76214 -2.61093 0.118
C 3.03589 1.03896 -1.70961 -0.102
N 2.55268 0.77155 2.93780 0.162
H 0.94504 -5.01968 4.11072 0.106
N -0.36742 1.99882 -1.29460 0.079
C 4.04147 0.50511 -3.80551 -0.099
C 3.52258 -3.75619 4.97280 -0.093
H -0.17054 -5.04134 -2.59500 0.120
C 3.94415 -3.84873 3.65305 -0.069
H 0.94459 -0.78349 -3.43469 0.091
N 1.48016 -3.31730 -1.38528 0.226
C 2.65825 -0.51756 1.07843 -0.420
H 0.26766 -4.15408 6.34180 0.114
C 0.09117 -3.55964 5.45324 -0.082
C 2.89332 -0.20439 -4.12374 -0.714
C -0.95973 3.59274 -2.97806 -0.036
C -1.79325 -3.69975 -2.80085 -0.021
C 2.98886 -1.43821 4.61814 -0.016
H 4.83827 1.70355 3.64670 0.112
C -0.51464 -1.20675 1.97149 -0.385
H -3.15270 3.65381 -0.41304 0.123
O 0.09583 -1.59557 0.90784 -0.109
C -0.14194 2.60113 -2.46026 -0.109
H 2.70208 -2.46393 6.47495 0.113
C 0.47351 -4.05061 4.20188 -0.095
C -1.50324 -1.47059 -2.02550 -0.487
C -0.36896 -2.01788 3.18742 -0.078
H -0.72243 4.04556 -3.93020 0.112
C 5.39141 1.23052 2.84457 -0.018
N 1.93621 0.33938 -2.01021 -0.011
H -0.80528 -1.93257 6.54248 0.123
C -0.50734 -2.32398 5.57814 -0.007
C -1.71124 1.64889 0.64978 -0.041
C -3.67236 -2.11182 -2.96714 0.016
C 4.81910 0.21476 2.08838 -0.123
H 2.58000 -0.51665 5.00911 0.113
C 0.25372 -3.04127 -1.80751 -0.346
H 3.04932 1.52453 -0.74503 0.119
C 7.43030 1.07116 1.57332 -0.079
O -1.33595 -0.34242 4.63865 0.068
H -4.03131 -2.84451 -3.68424 0.095
O 0.98071 2.26853 2.16808 0.102
H -1.46726 0.06852 3.75519 0.066
C 3.41480 -1.52384 3.29866 -0.124
C 0.24540 -3.27410 3.08914 -0.019
C -1.44612 2.38010 -0.59721 -0.252
H 5.14399 -1.17080 0.47838 0.103
H 3.56617 -4.62118 5.62220 0.111
H 4.86933 0.55843 -4.50025 0.111
H -4.30445 -2.11809 -2.08163 0.107
N -2.28990 -2.45189 -2.60930 -0.029
I 2.69053 -1.19881 -5.92982 0.945
Mn 0.49080 -0.14928 -0.47842 1.044
H 4.96798 1.72382 -2.28806 0.123
H 7.11769 2.44693 3.19117 0.109
N 1.75696 0.47055 0.87727 0.063
C -2.06232 3.98922 -2.24328 -0.035
O -1.91821 -0.33779 -1.84987 0.070
H 2.75840 1.29297 3.77233 0.148
H 0.74484 2.29646 -3.00009 0.100
H -2.46728 -4.40623 -3.26671 0.142
C -0.54450 -4.04213 -2.43666 0.019
O 2.82779 -1.44745 0.29969 0.019
C -2.30538 3.37574 -1.02627 0.004
C 3.04448 -2.54768 5.45179 -0.081
H -2.45360 2.00120 1.36016 0.146
C 6.86592 0.05420 0.81715 -0.070
N -1.05077 0.59198 0.86318 -0.049
C 3.39359 -0.28319 2.40497 -0.240
N -0.22551 -1.80336 -1.64710 0.080
H 1.81613 -4.26312 -1.43870 0.129
C -0.75307 -1.53971 4.44843 -0.263
H -3.69381 -1.12045 -3.40676 0.097
C 5.56889 -0.37260 1.07251 -0.033
N -1.21790 -0.08994 2.03580 0.089
H 7.43944 -0.41859 0.02920 0.106
H 4.31856 -4.78924 3.26902 0.107
H 8.44252 1.40092 1.37809 0.107
```

The value obtained for the frontier orbital gap (alpha / beta) is 5.64 / 7.06 eV. The expectation value of S² is 6.08. As for the total charge: +1. Its multiplicity is 5. The value obtained for the LUMO energy (alpha / beta) is -0.1616 / -0.1092 Eh.

> What is the formula in the third record?

C38H32IMnN9O5